{
  "formula": "C22H59Be3N5O9",
  "method": "the ωB97M-V functional and the def2-TZVPD basis",
  "elements": ["O", "O", "O", "O", "O", "O", "O", "O", "O", "N", "N", "N", "N", "N", "C", "C", "C", "C", "C", "C", "C", "C", "C", "C", "C", "C", "C", "C", "C", "C", "C", "C", "C", "C", "C", "C", "Be", "Be", "Be", "H", "H", "H", "H", "H", "H", "H", "H", "H", "H", "H", "H", "H", "H", "H", "H", "H", "H", "H", "H", "H", "H", "H", "H", "H", "H", "H", "H", "H", "H", "H", "H", "H", "H", "H", "H", "H", "H", "H", "H", "H", "H", "H", "H", "H", "H", "H", "H", "H", "H", "H", "H", "H", "H", "H", "H", "H", "H", "H"],
  "positions_angstrom": [[7.74006, 12.31316, 39.75344], [8.79573, 8.80081, 36.52964], [9.55595, 8.63124, 42.13182], [9.59063, 10.30103, 37.89243], [10.82395, 9.70247, 33.70982], [8.10293, 12.16034, 36.04200], [6.88892, 7.27556, 34.91186], [8.25983, 8.68180, 38.66565], [10.52656, 2.80703, 40.24002], [5.43639, 7.69886, 37.34493], [9.76336, 6.09437, 38.49426], [10.74669, 11.86023, 35.48217], [9.43124, 11.33128, 42.56372], [6.90999, 9.85730, 41.08320], [10.80999, 10.97391, 44.59830], [11.03934, 12.17913, 34.07285], [10.34274, 10.38966, 43.27756], [7.91304, 13.44711, 38.91127], [6.41312, 11.77977, 39.55317], [7.78473, 7.60629, 33.85240], [6.00221, 10.98494, 40.80360], [11.89730, 4.83120, 38.45530], [5.90896, 11.93449, 42.06316], [8.80232, 9.29891, 37.71626], [10.42651, 11.00098, 33.22302], [10.40290, 4.73986, 38.67163], [5.63319, 7.87836, 34.83934], [9.97635, 4.06012, 39.97814], [10.28826, 1.81848, 39.25929], [7.08529, 11.78200, 35.14309], [12.49674, 12.54134, 33.95463], [10.80677, 8.77894, 32.63925], [4.81815, 7.40621, 36.04154], [9.72560, 9.04138, 43.46421], [3.39208, 8.01464, 35.99099], [9.04853, 7.29076, 41.98335], [11.27462, 9.51051, 36.09078], [9.43715, 10.47369, 40.46042], [7.59829, 6.67678, 37.13974], [12.20807, 5.71568, 37.89309], [11.19851, 10.14346, 42.64187], [8.95092, 13.40495, 38.57317], [10.02385, 4.20463, 37.79821], [9.72627, 11.98624, 35.59442], [10.11819, 6.36326, 37.57965], [11.46469, 9.05667, 31.81603], [10.51124, 13.08810, 33.76799], [10.33707, 8.32739, 44.01740], [2.82742, 7.76469, 36.89142], [10.24421, 6.75095, 39.10460], [4.73900, 7.45540, 38.04506], [12.87097, 13.21937, 34.72610], [11.19724, 1.72969, 38.65137], [7.83090, 14.43061, 39.37909], [7.18827, 10.73613, 34.83925], [8.61362, 6.90485, 33.77106], [3.33190, 9.10410, 35.94769], [11.23049, 11.97575, 44.62977], [6.98831, 12.50792, 34.34113], [10.10433, 0.81236, 39.62571], [8.55765, 11.36985, 43.08175], [9.86383, 12.24482, 42.65934], [8.16518, 11.59187, 36.81594], [6.72605, 9.25352, 40.28082], [10.15654, 4.76556, 40.79348], [10.98220, 7.73156, 32.88862], [6.14624, 11.74742, 35.70681], [7.28999, 13.52928, 38.02058], [9.80480, 8.68740, 32.20572], [5.11614, 7.58865, 33.92276], [13.14436, 11.73264, 34.31892], [6.85418, 12.38189, 42.36790], [8.88589, 3.97291, 40.07219], [8.09287, 7.10367, 42.47329], [9.33572, 10.94856, 33.20660], [6.32350, 11.13896, 38.66737], [5.65769, 12.53486, 39.33315], [10.67297, 11.21654, 32.18178], [10.09354, 10.75800, 45.39687], [4.97830, 10.60485, 40.78391], [8.88888, 7.18912, 40.91016], [9.83566, 6.62356, 42.33383], [7.30573, 7.74681, 32.88474], [2.88310, 7.57326, 35.13516], [5.47427, 11.41906, 42.91795], [11.15556, 12.62259, 36.01730], [12.48388, 4.89544, 39.37476], [5.25656, 12.73409, 41.71269], [11.57107, 10.32258, 45.04300], [6.49531, 9.25329, 41.78905], [12.71644, 12.86032, 32.93900], [4.71925, 6.31802, 36.03208], [5.71869, 8.96849, 34.92951], [9.59740, 2.24163, 38.52571], [8.74597, 9.11925, 43.94725], [8.27273, 8.52939, 34.18141], [12.24729, 3.92539, 37.96120], [5.28144, 8.70879, 37.29453]],
  "forces_ev_per_angstrom": [[-1.214, -0.602, -0.411], [0.522, -1.464, -1.227], [-0.626, -0.637, -1.588], [1.236, 0.961, 1.686], [0.980, 0.048, 1.057], [0.744, 0.626, -0.140], [1.173, -1.831, 0.901], [-0.588, 0.211, 0.191], [0.558, 0.641, 0.820], [1.112, 0.300, -0.843], [-0.577, -0.245, -1.311], [0.337, -0.720, 0.065], [1.187, -1.180, -1.932], [0.252, -0.466, -1.800], [0.363, -1.430, 1.219], [-0.408, -0.900, 0.196], [1.271, 0.469, 1.286], [1.741, 1.206, -0.722], [-0.502, -1.141, 0.942], [1.101, 1.111, 0.467], [-0.132, 1.429, 2.349], [0.838, -0.112, 0.746], [0.135, -0.328, -1.355], [1.307, -1.689, 0.622], [0.265, 1.170, 0.413], [-0.431, -0.387, -0.851], [-0.899, 0.213, 1.281], [-1.059, 0.047, 0.326], [1.067, 0.740, -1.674], [-1.292, -0.881, 1.047], [0.817, -1.196, 0.301], [-0.700, -1.366, -1.452], [-1.752, -0.872, -0.625], [-0.809, 0.513, -0.149], [0.298, -0.504, 0.089], [0.507, 0.439, -0.729], [-3.482, 3.479, -1.811], [-3.253, 0.121, 1.934], [-0.496, 3.691, 0.362], [-0.165, -0.122, -0.423], [0.154, 0.644, -0.170], [-0.032, 0.031, -0.197], [-0.203, -0.326, 0.230], [-0.093, -0.588, 0.473], [0.182, 0.129, -0.059], [0.245, 0.155, 0.284], [-0.513, -0.131, 0.157], [0.231, 0.205, 0.034], [0.002, -0.352, -0.074], [-0.675, 0.276, 0.407], [0.327, -0.657, 0.267], [-0.836, 1.026, -0.430], [0.195, -0.182, 0.139], [-0.318, -0.363, 0.779], [0.465, 0.178, -0.654], [-0.482, -0.559, 0.064], [0.415, 0.057, -0.340], [-0.379, 0.113, -0.240], [0.247, -0.171, -0.046], [-0.588, 0.368, 0.433], [-0.367, -0.011, -0.428], [-0.126, 0.237, -0.244], [-0.224, -0.130, -0.047], [0.769, -0.142, -0.233], [0.841, -0.292, 0.238], [0.649, 0.305, 0.791], [-0.251, 0.427, -0.240], [-0.213, -0.729, 0.133], [-0.166, 0.607, 0.046], [0.028, 0.131, -0.010], [-0.053, -0.723, -0.976], [0.049, -0.013, -0.213], [-0.302, 0.023, -0.746], [0.117, 0.245, 0.351], [-0.123, 0.599, 0.482], [0.699, -0.236, -0.178], [0.288, 0.488, 0.503], [0.618, -0.683, -0.051], [-0.661, 0.954, -0.228], [-0.079, 0.067, -0.902], [0.015, -0.276, 0.038], [-0.270, -0.301, 0.057], [-0.292, -0.241, 0.152], [-0.225, 0.232, 0.027], [-0.141, 0.022, -0.087], [0.301, -0.380, 0.496], [-0.257, -0.066, 0.220], [-0.114, 0.166, 0.587], [0.547, 0.062, -0.630], [0.291, 0.497, 0.763], [0.472, 0.049, 0.196], [-0.082, -0.053, -0.476], [0.113, 0.060, -0.366], [-0.786, -0.807, 0.233], [-0.054, -0.076, 0.149], [-0.137, 0.259, -0.430], [0.087, 0.146, -0.153], [1.270, 0.386, 0.862]],
  "mulliken_charge": [-0.197, -0.405, -0.150, -0.707, 0.010, -0.544, -0.170, -0.706, -0.382, -0.318, -0.140, -0.144, -0.461, -0.058, -1.508, 0.327, 0.201, -0.977, -0.376, -0.834, -0.156, -1.558, -1.511, 0.898, -0.734, 0.422, -0.478, -0.526, -0.692, -0.344, -1.418, -1.080, -0.132, -1.107, -1.423, -0.613, 1.001, 1.011, 0.970, 0.375, 0.220, 0.247, 0.263, 0.226, 0.223, 0.373, 0.326, 0.562, 0.454, 0.146, 0.363, 0.416, 0.267, 0.340, -0.181, 0.370, 0.387, 0.427, 0.439, 0.318, 0.250, 0.353, -0.070, -0.107, 0.239, 0.367, 0.320, 0.393, 0.382, 0.588, 0.296, 0.220, 0.403, 0.384, 0.354, 0.073, 0.678, 0.556, 0.387, 0.472, -0.116, 0.511, 0.474, 0.437, 0.448, 0.353, 0.346, 0.460, 0.443, 0.401, 0.378, 0.364, 0.122, 0.272, 0.409, 0.063, 0.407, 0.136],
  "lumo_energy_ev": -14.44,
  "charge": 4,
  "homo_lumo_gap_ha": 0.1279,
  "multiplicity": 1,
  "e_tot_ha": -1867.105984
}

=====

{
  "formula": "H4NPS2",
  "method": "the ωB97M-V functional and the def2-TZVPD basis",
  "elements": ["S", "S", "P", "N", "H", "H", "H", "H"],
  "positions_angstrom": [[-2.47034, 0.54179, 0.42849], [1.67179, 1.34504, -0.24421], [1.62324, -0.56566, 0.62073], [0.90178, -1.36466, -0.48983], [0.76191, -2.34889, -0.31182], [-3.28579, 0.15200, -0.53873], [2.19400, 1.92748, 0.84433], [-1.39660, 0.31291, -0.30895]],
  "forces_ev_per_angstrom": [[-0.128, 0.220, 0.540], [-0.029, 0.003, -0.002], [0.090, 0.077, 0.129], [-0.132, 0.152, -0.316], [0.028, -0.192, 0.165], [-0.268, -0.130, -0.284], [0.032, -0.023, 0.040], [0.407, -0.107, -0.271]],
  "mulliken_charge": [-0.263, -0.241, 0.282, -0.449, 0.248, 0.133, 0.174, 0.115],
  "lumo_energy_ev": -0.28,
  "charge": 0,
  "e_above_lowest_ev": 0.9320,
  "homo_lumo_gap_ha": 0.3401,
  "multiplicity": 1,
  "e_tot_ha": -1194.864585
}